Entry 1:
C23H41FP2V | ωB97M-V with the def2-TZVPD basis set

The total energy is -2626.86671 a.u. The value obtained for the HOMO energy (alpha / beta) is -13.25 / -12.88 eV. The spin multiplicity is 2. The value obtained for the energy relative to the best compared isomer or geometry (same formula, charge and spin) is 56.3 kcal/mol. The value obtained for the lowest unoccupied orbital energy (alpha / beta) is -0.2838 / -0.2752 Eh. For the largest force on an atom, the calculation gives 3.5 eV/A. As for the total charge: +2.

```
68
Properties=species:S:1:pos:R:3:forces:R:3:mulliken_charge:R:1
V -2.101505 0.542465 -0.501641 -0.85 -1.04 -1.98 -0.119
C -1.943711 -1.597944 1.260614 0.88 0.62 0.84 1.461
C -1.831633 -0.298703 1.847670 -0.46 0.18 -0.12 1.548
C -3.763085 -0.373399 0.574853 0.37 -0.43 0.11 0.618
C -3.021926 -1.581551 0.358527 -1.41 0.59 -0.09 0.146
C -2.997727 0.460464 1.472907 0.40 -0.67 -0.32 -0.109
C -1.171752 -2.827757 1.649642 0.27 -0.01 -0.26 -1.349
H -0.307490 -2.610107 2.291126 -0.27 0.03 -0.23 0.330
H -0.808546 -3.372905 0.765741 -0.09 0.14 0.20 0.440
H -1.800704 -3.547490 2.202151 -0.07 0.43 -0.19 0.356
C -3.503217 -2.779420 -0.392495 0.09 0.13 -0.57 -1.958
H -2.666254 -3.308862 -0.862602 -0.20 0.02 0.09 0.355
H -4.194291 -2.470995 -1.180068 0.08 -0.19 0.04 0.542
H -4.031968 -3.486774 0.260977 0.16 0.23 -0.01 0.329
C -5.133842 -0.085863 0.081912 -0.41 -0.26 -0.25 -1.607
H -5.800883 0.042188 0.941566 0.06 0.08 -0.11 0.392
H -5.517616 -0.935333 -0.501098 0.11 0.41 0.12 0.345
H -5.186044 0.812587 -0.536653 -0.08 -0.03 0.03 0.288
C -3.457852 1.756712 2.046436 -0.20 0.00 0.23 -1.488
H -4.471687 1.607930 2.440080 0.16 0.22 -0.07 0.376
H -3.504195 2.575276 1.316429 -0.04 -0.10 0.07 0.221
H -2.815391 2.061064 2.872251 -0.03 0.08 -0.07 0.426
C -0.879341 0.113725 2.921180 0.36 0.27 0.29 -2.055
H -1.413799 0.274437 3.875075 0.18 -0.10 -0.37 0.500
H -0.389621 1.069415 2.657373 -0.19 -0.48 0.31 0.298
H -0.105714 -0.653152 3.099474 -0.30 0.44 -0.11 0.365
C 1.565283 -3.115819 -0.990779 0.60 -0.28 0.18 -0.738
C 2.198842 -3.278618 0.178272 -0.30 -0.10 -0.67 -0.393
C 2.828677 -2.158877 0.951129 0.49 0.33 0.73 -0.482
C 3.592260 -1.042348 0.167560 0.47 -0.24 0.09 -1.100
C 2.861264 0.319442 0.085654 -0.82 -0.02 -0.51 -0.488
C 1.407452 0.174737 0.300352 -3.39 0.55 0.48 -1.775
C 0.595372 -0.855285 -0.430596 0.52 -1.15 1.06 3.488
C 1.252307 -1.736197 -1.509071 -0.58 0.04 -0.43 -1.136
H 3.583068 -2.618983 1.604492 -0.26 0.09 -0.10 0.623
H 3.875289 -1.410883 -0.822667 -0.04 -0.08 0.24 0.149
H 2.096691 -1.697083 1.639186 0.31 -0.15 -0.16 0.027
H 2.139206 -1.251421 -1.911600 -0.03 -0.11 -0.08 -0.136
H 1.305401 -3.962012 -1.638609 -0.14 0.25 0.54 0.462
H 2.304367 -4.261832 0.638745 0.09 0.09 -0.41 0.448
H 0.543762 -1.806503 -2.350535 0.34 -0.13 0.18 0.580
H 0.138529 -1.524918 0.319994 0.34 0.38 -0.83 -1.447
H 1.075984 0.337201 1.333123 0.31 -0.47 -0.36 0.800
H -0.316655 -0.403856 -0.970376 -0.17 0.07 -0.01 -0.573
H 4.531881 -0.873173 0.701238 -0.06 -0.01 -0.16 0.572
H 3.272855 1.029289 0.822350 -0.14 -0.22 -0.29 0.964
P 2.851700 1.260625 -1.497106 2.16 0.33 0.71 1.068
C 3.566485 0.357549 -2.888830 0.11 0.08 -0.84 -1.387
C 4.025403 2.609123 -1.162418 -0.07 0.18 -0.41 -1.467
P -0.077036 1.875440 -0.473368 2.99 0.55 1.69 2.222
C 1.250952 2.009092 -1.801939 -0.92 -0.12 -0.65 -1.976
C 0.563083 2.979455 0.847087 -0.45 0.29 0.19 -1.685
C -1.223336 3.118664 -1.266052 -0.61 -0.27 -0.44 -1.517
H 2.807449 0.098226 -3.637525 0.17 -0.02 0.21 0.507
H 4.094719 -0.555676 -2.580172 -0.28 0.32 0.05 0.423
H 4.314235 0.996478 -3.387555 -0.34 -0.12 0.21 0.446
H 4.365150 3.051533 -2.108020 -0.10 0.03 0.28 0.506
H 4.896577 2.210377 -0.627138 -0.22 0.03 -0.15 0.445
H 3.548205 3.383815 -0.551801 0.14 -0.16 -0.05 0.395
H -0.619986 3.708402 -1.965274 -0.29 0.08 0.17 0.492
H -1.708601 3.772466 -0.532126 0.16 -0.15 -0.12 0.439
H -1.991975 2.591075 -1.857179 0.27 0.70 0.00 0.565
H 0.810392 1.579443 -2.710076 0.18 0.12 -0.08 0.527
H 1.401981 3.086189 -1.981193 0.00 -0.38 -0.07 0.765
H -0.291345 3.596642 1.168818 0.56 0.01 0.10 0.559
H 1.343460 3.626161 0.412424 -0.35 -0.09 0.31 0.427
H 0.962947 2.427563 1.710261 -0.08 0.29 -0.43 0.376
F -2.922502 0.968491 -2.190108 0.90 -1.12 2.27 -0.626
```
Forces are in eV/Å.


Entry 2:
C4H15NO2 | ωB97M-V with the def2-TZVPD basis set

As for the SMILES: CCCNC.O.O. The total energy is -366.58726 a.u. The value obtained for the HOMO energy is -9.42 eV. The value obtained for the energy relative to the best compared isomer or geometry (same formula, charge and spin) is 40.1 kcal/mol. The value obtained for the lowest unoccupied orbital energy is 0.0248 Eh. For the largest force on an atom, the calculation gives 2.4 eV/A.

```
22
Properties=species:S:1:pos:R:3:forces:R:3:mulliken_charge:R:1
C -0.414300 1.165486 -1.508369 1.41 -0.95 -1.63 -1.484
C 0.762231 1.015846 -0.565792 1.02 0.02 -0.29 -0.147
C 0.464729 0.489290 0.822385 -0.03 1.31 1.26 -0.930
N -0.046967 -0.863539 0.954010 0.47 -1.00 0.07 -0.244
C 0.961815 -1.786622 1.517011 -0.70 -0.08 0.12 -1.033
H -1.223346 0.558647 -1.107553 -0.64 0.61 -0.48 0.596
H -0.500662 2.177410 -1.893169 -1.14 0.41 1.10 0.236
H -0.142723 0.755562 -2.498719 -0.20 -0.73 0.48 0.329
H 1.583885 0.385186 -0.945933 -0.44 -0.09 -0.30 0.298
H 1.256960 1.990925 -0.496860 -0.06 -0.07 0.48 0.427
H 1.418070 0.615010 1.353648 -0.11 -0.29 0.26 0.407
H -0.206615 1.176792 1.361541 -0.03 -0.04 -0.25 0.323
H -0.849896 -0.958011 1.567054 -0.05 0.60 -0.34 0.256
H 1.885941 -1.613247 0.976301 0.19 -0.49 0.05 0.362
H 1.120243 -1.693176 2.600498 0.23 0.67 -0.07 0.366
H 0.588433 -2.811610 1.464370 0.28 -0.07 -0.67 0.302
H -0.107993 -2.914436 -1.848402 -0.20 -0.80 -0.46 0.312
H 0.406058 -1.648658 -1.521358 0.36 1.01 0.25 0.301
O 0.464482 -2.261173 -2.253461 -0.22 -0.17 0.34 -0.662
H -2.087402 1.560498 0.235524 0.30 -0.26 -0.23 0.325
H -2.607323 2.419075 1.357594 -0.03 0.17 0.51 0.305
O -2.725620 2.240747 0.429679 -0.41 0.23 -0.19 -0.647
```
Forces are in eV/Å.


Entry 3:
C3H6O2 | ωB97M-V with the def2-TZVPD basis set

As for the SMILES: C[C@H](O)C=O. The total energy is -268.31434 a.u. The value obtained for the HOMO energy is -9.56 eV. The value obtained for the energy relative to the best compared isomer or geometry (same formula, charge and spin) is 57.0 kcal/mol. The value obtained for the lowest unoccupied orbital energy is 0.0320 Eh. For the largest force on an atom, the calculation gives 3.6 eV/A.

```
11
Properties=species:S:1:pos:R:3:forces:R:3:mulliken_charge:R:1
C 0.388374 0.413504 0.375800 0.51 -1.49 2.02 0.122
C -1.003361 0.552431 -0.302573 3.43 -0.37 0.86 -1.410
C 0.551173 -1.146254 0.683344 -1.23 -0.14 -3.30 0.010
O 1.453252 0.667688 -0.497614 -2.39 1.10 -2.29 -0.515
O 1.193529 -1.725035 -0.167142 -0.01 -0.65 1.51 -0.426
H 0.507674 0.826047 1.426025 -0.15 0.70 -1.49 0.326
H -1.609017 0.220819 0.446839 -2.64 -0.68 1.50 0.399
H -0.957191 -0.107265 -1.112400 -0.30 -1.55 -1.20 0.426
H -1.232229 1.463298 -0.740082 -0.40 2.19 -0.06 0.363
H -0.202536 -1.747370 1.262303 0.69 0.61 0.57 0.346
H 0.910334 0.582140 -1.374501 2.48 0.28 1.87 0.359
```
Forces are in eV/Å.


Entry 4:
C10H14N4O2P2 | ωB97M-V with the def2-TZVPD basis set

The total energy is -1441.09346 a.u. The value obtained for the HOMO energy is -15.43 eV. The value obtained for the lowest unoccupied orbital energy is -0.3229 Eh. For the largest force on an atom, the calculation gives 4.5 eV/A. As for the total charge: +2.

```
32
Properties=species:S:1:pos:R:3:forces:R:3:mulliken_charge:R:1
N -3.776412 -3.451982 -3.960708 0.64 0.68 -0.07 -0.612
P -2.516366 -2.632249 -4.366391 -2.91 -2.17 -1.09 0.210
N -1.751714 -1.867508 -2.923695 1.22 0.62 -0.32 0.059
C -0.648988 -1.109252 -3.102259 0.83 0.48 -0.29 -0.464
C -0.016779 -0.500624 -2.052013 -0.27 -0.11 1.13 -0.707
C -0.532240 -0.680365 -0.741450 0.30 0.21 -0.81 1.078
C 0.157829 0.031126 0.380386 0.27 0.16 0.73 1.175
C -0.525367 0.460265 1.529973 0.03 -0.52 -0.86 -0.795
C 0.150948 1.143396 2.513224 -1.00 0.45 1.00 -0.252
N 1.455275 1.424981 2.427342 1.02 -0.63 -1.08 0.200
P 2.279598 2.349865 3.703275 0.36 1.69 4.18 0.567
N 1.545977 2.229250 5.043811 -0.54 0.40 -1.29 -0.675
O 3.773552 1.769884 3.863703 -1.02 0.38 -2.07 -0.439
O 2.392231 3.886801 3.187770 0.41 -2.03 -1.18 -0.465
C 2.147903 0.995164 1.344828 0.69 0.02 -0.34 -0.303
C 1.546624 0.310529 0.325300 -0.99 -0.45 -0.58 -0.820
C -1.669187 -1.480457 -0.586323 0.71 0.70 0.50 -0.720
C -2.243336 -2.059548 -1.698605 -1.07 -0.54 0.48 -0.251
H -4.573245 -3.067657 -4.468074 -0.28 -0.20 0.52 0.268
H -2.899507 -1.645085 -5.311171 1.17 0.32 0.37 0.166
H -1.561205 -3.533210 -4.896818 0.65 0.98 0.47 0.178
H -0.219689 -0.959261 -4.098076 -0.55 -0.34 0.12 0.414
H 0.865749 0.118181 -2.199794 -0.33 -0.17 -0.29 0.408
H -1.588483 0.261506 1.659122 0.28 0.19 0.04 0.374
H -0.387387 1.504207 3.396088 0.51 -0.10 -0.12 0.513
H 1.273458 3.181763 5.303263 -0.35 -0.41 0.49 0.283
H 4.361684 2.547542 3.850409 0.32 -0.40 0.18 0.376
H 2.851072 3.888731 2.325966 -0.09 0.78 0.15 0.361
H 3.217740 1.214086 1.295350 -0.36 -0.06 0.25 0.478
H 2.113387 -0.033226 -0.540111 0.14 0.20 0.48 0.435
H -2.083281 -1.610942 0.413310 -0.10 -0.29 -0.43 0.421
H -3.139841 -2.685910 -1.617630 0.29 0.16 -0.28 0.539
```
Forces are in eV/Å.